1.
Computed, not measured: C18H24N4O2S in the gas phase at a distorted geometry, with ωB97M-V/def2-TZVPD.

The geometry in XYZ format:
```
49
C18H24N4O2S (ωB97M-V/def2-TZVPD)
C -3.24374 -1.91875 -1.65862
C -3.95798 -1.26609 -0.51341
C -5.11805 -1.81340 0.00925
C -5.77591 -1.20063 1.06149
C -5.26060 -0.04580 1.61622
C -4.09177 0.52694 1.12902
C -3.46226 -0.07969 0.04053
N -2.27035 0.44077 -0.50694
C -2.05893 1.69720 -0.93354
O -2.85798 2.60912 -0.91518
C -0.65471 1.89623 -1.51273
H -0.44206 1.16743 -2.29421
H -0.57545 2.91106 -1.90124
S 0.67987 1.75081 -0.27900
C 0.92348 0.03044 -0.28553
N 0.16463 -0.86212 -0.86677
N 0.70662 -2.07248 -0.63201
C 1.78117 -1.91123 0.08086
N 1.96785 -0.57638 0.34795
C 3.03412 0.07196 1.05665
H 2.63404 0.97789 1.52074
H 3.40413 -0.60675 1.82906
C 4.18829 0.45523 0.11391
C 5.20707 1.37924 0.79969
H 5.04034 2.42274 0.54656
H 5.14093 1.26508 1.88290
C 6.54432 0.84266 0.29324
H 7.36784 1.03264 0.97651
C 6.22889 -0.64369 0.15252
H 6.85548 -1.16262 -0.57394
O 4.89277 -0.70301 -0.31232
H 6.31323 -1.15128 1.12508
H 6.78041 1.26761 -0.68230
H 3.76072 0.92790 -0.78084
C 2.68793 -2.98020 0.54596
H 2.69471 -3.03059 1.63481
H 3.69821 -2.77799 0.19384
H 2.34191 -3.92841 0.14734
H -1.54914 -0.25020 -0.73645
C -3.52018 1.74343 1.78459
H -3.66803 2.61675 1.14939
H -2.44692 1.62894 1.93666
H -3.99753 1.92063 2.74516
H -5.76352 0.42041 2.45113
H -6.68496 -1.63117 1.45476
H -5.51302 -2.72449 -0.41646
H -3.79418 -2.79137 -2.00022
H -2.24263 -2.23652 -1.36565
H -3.14290 -1.22378 -2.49175
```

The energy relative to the best compared isomer or geometry (same formula, charge and spin) is 0.555 eV. The calculation puts the maximum force at 1.142 eV/Å. The spin multiplicity is 1. The value obtained for the LUMO energy is 0.46 eV. The orbital gap comes out at 8.7 eV. Its charge is 0.

---

2.
Computed, not measured: 8 unconnected molecules or ions with the total composition C30H58N2O26P4 at a distorted geometry, with ωB97M-V/def2-TZVPD.

The geometry in XYZ format:
```
120
C30H58N2O26P4 (ωB97M-V/def2-TZVPD)
C 1.35228 -0.02705 0.98412
C 1.88124 1.16919 1.26917
C 1.27832 2.41969 0.72891
O 1.77476 3.51341 0.85427
C -0.05396 2.26629 0.07527
C -0.56812 1.02652 -0.05970
C 0.12294 -0.24863 0.25364
O -0.28030 -1.34757 -0.10319
O -1.77255 0.81619 -0.59297
O 2.85903 1.27199 2.16955
H 1.87705 -0.88410 1.38882
H -0.66084 3.13583 -0.13163
H -1.78844 -0.07634 -0.98657
H 3.15824 2.19487 2.31854
C 0.71844 7.53926 -1.33585
C 1.74501 8.37396 -1.47899
C 2.74313 8.57954 -0.41612
O 3.67429 9.35665 -0.53888
C 2.47937 7.87696 0.82285
C 1.46573 6.99578 0.94767
C 0.51913 6.67732 -0.19157
O -0.24467 5.74607 -0.15887
O 1.33950 6.34047 2.12036
O 1.92608 9.11881 -2.57770
H 0.08943 7.50713 -2.21925
H 3.09756 8.09579 1.68214
H 0.96785 5.46246 1.94415
H 2.59878 9.80080 -2.44963
C 5.45200 -1.17112 4.91130
O 5.34758 -0.08445 5.45129
N 4.43088 -1.80717 4.27945
C 4.58451 -2.99586 3.48676
C 3.07840 -1.26223 4.33188
H 6.35216 -1.79737 4.80785
H 5.54846 -3.48517 3.37323
H 4.22001 -2.75066 2.48361
H 3.84345 -3.75949 3.74849
H 2.68088 -1.70213 5.24927
H 3.08777 -0.18046 4.44082
H 2.54095 -1.47563 3.41105
C 4.45231 3.46332 4.15921
O 3.54588 3.62855 3.36217
N 5.67130 4.06323 4.17089
C 6.69545 3.50027 5.06032
C 5.98963 5.14169 3.31367
H 4.40354 2.80272 5.03914
H 7.46669 2.98691 4.48482
H 6.24808 2.73216 5.68744
H 7.09003 4.32921 5.64700
H 5.14402 5.45528 2.70449
H 6.32002 5.99300 3.91741
H 6.79273 4.85697 2.62493
C -7.02710 3.63675 -0.91217
O -5.94246 4.05427 -1.74966
P -4.38805 3.99885 -1.33860
O -4.04391 4.36688 0.04616
O -3.93386 2.48281 -1.78152
C -4.81196 1.38582 -1.71779
O -3.79030 4.98392 -2.41302
C -2.51605 4.65063 -3.03051
H -7.58767 4.55894 -0.76813
H -6.59456 3.25347 0.01387
H -7.62714 2.85051 -1.36721
H -4.20137 0.54009 -2.03016
H -5.68126 1.49868 -2.37027
H -5.11897 1.29403 -0.67125
H -2.30556 5.38829 -3.79723
H -2.58180 3.61238 -3.34850
H -1.76636 4.73676 -2.24030
C 1.20431 -4.21113 2.07519
O 1.55628 -3.27570 1.07787
P 2.49684 -3.79495 -0.12391
O 1.93155 -4.73996 -1.11265
O 3.13070 -2.43769 -0.67077
C 2.86476 -1.94877 -1.98932
O 3.67229 -4.38379 0.75179
C 4.67024 -5.12428 -0.03837
H 2.07125 -4.77215 2.43489
H 0.41311 -4.93477 1.87963
H 0.92958 -3.69968 3.00120
H 2.42533 -2.71838 -2.62336
H 3.82322 -1.64007 -2.40304
H 2.19325 -1.09646 -1.88963
H 4.21863 -6.10244 -0.19309
H 5.54486 -5.15693 0.60156
H 4.81887 -4.66595 -1.01377
C -4.46781 -2.98011 -5.80598
O -4.04872 -1.92731 -4.95852
P -3.28744 -2.30946 -3.56935
O -2.79516 -1.13605 -2.89084
O -2.29041 -3.49265 -3.95438
C -1.04200 -3.66113 -3.27084
O -4.41408 -3.16465 -2.80857
C -5.62368 -2.49978 -2.34199
H -3.84242 -3.12763 -6.68765
H -5.43227 -2.74775 -6.26829
H -4.63701 -3.91513 -5.27128
H -0.23643 -3.49391 -3.98355
H -0.93573 -4.63035 -2.78794
H -0.84179 -2.95721 -2.45739
H -5.86674 -3.04877 -1.43960
H -6.29397 -2.55413 -3.19966
H -5.44182 -1.43959 -2.15948
C -3.06278 -3.34481 -0.03702
O -3.64176 -4.40086 0.69570
P -4.11467 -5.79694 0.05717
O -4.37674 -6.90589 1.02010
O -5.22044 -5.33114 -1.01942
C -5.62397 -6.20060 -2.04296
O -2.88043 -6.17384 -0.91194
C -1.60262 -6.46601 -0.33734
H -3.46743 -2.34772 0.12778
H -2.88944 -3.59144 -1.08464
H -2.01738 -3.22090 0.27312
H -6.69507 -6.40124 -2.00456
H -5.13897 -7.18093 -2.05411
H -5.36064 -5.79119 -3.02132
H -1.40297 -6.02695 0.64439
H -0.84020 -5.96162 -0.93202
H -1.49977 -7.54509 -0.27053
```

The energy relative to the best compared isomer or geometry (same formula, charge and spin) is 0.000 eV. The calculation puts the maximum force at 3.234 eV/Å. The spin multiplicity is 1. The value obtained for the LUMO energy is -1.18 eV. The orbital gap comes out at 7.9 eV. Its charge is 0.

---

3.
Computed, not measured: 13 unconnected molecules or ions with the total composition C13H52N26O13 at a distorted geometry, with ωB97M-V/def2-TZVPD.

The geometry in XYZ format:
```
104
C13H52N26O13 (ωB97M-V/def2-TZVPD)
C 4.47638 -1.90854 2.88064
O 4.38053 -3.11979 2.83696
N 5.70017 -1.27866 2.95175
N 3.44404 -1.01805 2.69360
H 6.48585 -1.89698 3.06233
H 5.82287 -0.34376 3.29253
H 3.53767 -0.10110 3.08691
H 2.52876 -1.40902 2.57906
C 3.73846 -3.52676 -1.55536
O 4.89457 -3.79793 -1.83706
N 2.86719 -2.91174 -2.43229
N 3.20082 -3.58278 -0.30456
H 1.91198 -2.65266 -2.22351
H 3.21860 -2.66159 -3.33998
H 3.76367 -3.90172 0.46611
H 2.26070 -3.27370 -0.12468
C -0.01820 -4.48417 1.23237
O 0.76380 -3.58468 0.92771
N -0.25115 -5.54791 0.42656
N -0.42556 -4.72700 2.54007
H -0.39882 -6.41591 0.90842
H 0.21620 -5.62221 -0.46029
H -0.22287 -3.97065 3.17213
H -0.49059 -5.66868 2.86962
C -1.10034 5.17440 -0.41210
O -0.09931 4.96649 -1.11438
N -1.72330 6.36296 -0.34538
N -1.58788 4.19211 0.39405
H -2.55040 6.54433 0.18653
H -1.18938 7.08449 -0.80168
H -1.19921 3.26497 0.50009
H -2.42848 4.42000 0.89572
C -0.93993 4.44348 4.26771
O -1.61537 3.78517 5.05715
N -0.55353 5.74484 4.38269
N -0.28999 3.81413 3.23655
H 0.42414 5.91873 4.25983
H -1.11873 6.28836 5.01622
H 0.39319 4.25244 2.64736
H -0.25319 2.80719 3.23499
C -0.35281 -2.89342 -3.27784
O -0.06954 -2.08339 -2.39028
N -0.73664 -4.18275 -3.00736
N -0.43088 -2.56031 -4.58638
H -0.86791 -4.28991 -2.01382
H -0.73676 -5.01973 -3.55410
H 0.06991 -1.69345 -4.80517
H -0.28904 -3.33639 -5.21070
C -0.36492 -0.38085 4.05319
O 0.73245 -0.76800 3.59498
N -0.98695 0.68841 3.48566
N -0.92045 -0.85791 5.17294
H -0.75874 1.01095 2.52289
H -1.82907 1.07983 3.87655
H -0.36082 -1.49332 5.72256
H -1.83708 -0.64537 5.51670
C 2.25797 -3.12997 5.82202
O 2.87329 -4.05281 6.32086
N 2.34981 -1.82681 6.27342
N 1.47917 -3.21766 4.68936
H 2.60048 -1.61354 7.22065
H 1.87420 -1.11267 5.75486
H 1.28777 -2.34573 4.18856
H 1.19955 -4.13301 4.39510
C 2.40510 -0.02144 -4.64064
O 1.73855 -0.89722 -5.19819
N 2.54811 -0.01566 -3.27009
N 2.87662 1.05841 -5.29202
H 2.10393 -0.76912 -2.77172
H 2.77390 0.78975 -2.71582
H 2.67944 0.98288 -6.27803
H 3.60495 1.63221 -4.91062
C -3.79126 0.46097 -5.62700
O -4.49406 0.15925 -6.59064
N -3.53431 -0.41879 -4.60334
N -3.26067 1.69965 -5.45195
H -3.11409 -0.05450 -3.76536
H -4.05790 -1.27191 -4.60124
H -3.51723 2.42168 -6.09447
H -2.92671 1.84220 -4.49619
C -4.45914 1.04712 -0.43554
O -4.54252 -0.11449 -0.83755
N -3.64354 1.37344 0.60677
N -5.04358 2.09125 -1.05625
H -2.86560 0.86528 0.97769
H -3.75464 2.31856 0.93119
H -5.67447 1.96335 -1.82419
H -4.71690 3.01533 -0.84462
C -0.18472 0.46757 0.23099
O -0.18147 1.50651 0.93614
N -0.74619 0.28906 -0.99654
N 0.35591 -0.70581 0.66436
H -0.40586 -0.60303 -1.33420
H -1.14515 0.93222 -1.67391
H 0.02778 -1.54342 0.21633
H 0.56074 -0.67304 1.65470
C -1.14928 3.00591 -3.22960
O -1.84957 1.97353 -3.08797
N -1.80796 4.17494 -3.44535
N 0.17804 3.02367 -3.21467
H -1.34763 5.04462 -3.22074
H -2.73602 4.05861 -3.06198
H 0.63418 3.91722 -3.24302
H 0.70681 2.17291 -3.22378
```

The energy relative to the best compared isomer or geometry (same formula, charge and spin) is 2.881 eV. The calculation puts the maximum force at 3.396 eV/Å. The spin multiplicity is 1. The value obtained for the LUMO energy is -0.17 eV. The orbital gap comes out at 8.7 eV. Its charge is 0.